Record 1
# C6H5NO3S

An isolated molecule of C6H5NO3S in a non-equilibrium geometry (ωB97M-V/def2-TZVPD, the OMol25 dataset).

Structure (XYZ):
```
16
Properties=species:S:1:pos:R:3:forces:R:3
H 0.476249 -1.917141 -1.831422 0.1 0.6 0.3
C -0.400362 0.888514 -0.261732 -0.4 1.5 -0.1
O 0.363920 -2.806835 1.263441 -0.1 1.1 -1.6
S -3.897246 -1.111760 -0.016559 3.6 -0.1 -1.8
C 0.531635 -1.912471 0.480471 0.8 0.6 0.7
N 0.506705 -0.058728 -0.618838 2.6 -1.7 0.4
H 1.059390 0.078403 1.553615 0.2 -0.8 -1.1
H -2.481799 1.376260 0.139679 0.1 0.6 -0.2
H 0.219898 1.686355 0.115826 -1.0 0.9 0.2
C -2.177788 -0.565614 -0.568131 -3.2 -1.0 0.0
C 1.330713 -0.528787 0.629192 -1.3 -0.3 0.7
O -1.407221 -1.462836 -1.205296 1.4 -0.3 -0.1
C -1.758149 0.759982 -0.362873 1.0 -1.1 1.5
H 2.439499 -0.653757 0.657845 -0.8 0.3 -0.9
C 0.048830 -1.376416 -0.973232 -2.4 -1.5 1.2
O -4.158566 -0.290608 1.164026 -0.8 1.1 1.1
```
Positions in Å, forces in eV/Å.

HOMO level (spin up / spin down) (eV): -8.2 / -7.2
LUMO (spin up / spin down) (eV): -0.29 / -0.75
Relative energy (zero: lowest compared OMol25 entry of this formula, charge and spin) (kJ/mol): 350.8
Calculated total energy (Ha): -910.12322
Gap between HOMO and LUMO (spin up / spin down) (Ha): 0.2925 / 0.2353
2S+1: 1

Record 2
# C6H5O2

The ion C6H5O2 with charge -1 in a non-equilibrium geometry (ωB97M-V/def2-TZVPD, the OMol25 dataset).

Structure (XYZ):
```
13
Properties=species:S:1:pos:R:3:forces:R:3
C -0.458895 -0.087978 -0.028765 -2.2 -3.8 0.2
O -2.495323 -0.076206 1.479957 0.5 -0.2 -0.2
H 0.445470 -1.654171 0.993625 0.1 0.0 -2.6
C 0.184259 -1.491452 -0.172798 -3.0 0.3 4.7
O -2.697666 -0.603323 -0.724968 0.3 -0.1 0.5
C -2.125233 -0.280045 0.326207 1.1 0.9 -0.9
C 0.474409 2.150047 -0.915732 1.2 -0.3 0.8
H 1.730028 1.962830 0.960069 0.2 0.2 1.5
C 1.670852 1.623558 -0.028537 -0.7 -0.9 -2.9
H -0.630910 -2.271594 -0.323721 1.2 1.1 -0.3
H 1.001143 -1.533197 -0.814737 1.5 -0.2 -0.9
H 2.639308 1.279330 -0.503100 -1.1 0.5 0.5
C 0.262560 0.982203 -0.247496 1.1 2.5 -0.2
```
Positions in Å, forces in eV/Å.

HOMO level (eV): -4.2
Net charge: -1
LUMO (eV): 3.45
Relative energy (zero: lowest compared OMol25 entry of this formula, charge and spin) (kJ/mol): 417.9
Calculated total energy (Ha): -381.96723
Gap between HOMO and LUMO (Ha): 0.2819
2S+1: 1

Record 3
# C6H5O3S2

The ion C6H5O3S2 with charge -1 in a non-equilibrium geometry (ωB97M-V/def2-TZVPD, the OMol25 dataset).

Structure (XYZ):
```
16
Properties=species:S:1:pos:R:3:forces:R:3
O -0.225251 -2.514044 -0.544316 0.0 0.8 0.3
O 3.815431 0.408208 -0.389292 -0.4 -0.4 0.3
H -2.275504 -2.232220 1.223116 0.0 -1.9 2.8
H -0.388597 3.441504 -0.095629 0.9 -2.2 -1.0
S -1.314562 1.229243 0.145930 1.0 -0.1 -1.2
C -0.362355 -0.165124 -0.175444 6.3 2.7 -0.6
C -0.802603 -1.510072 -0.148204 -2.0 -1.4 -0.1
C 1.133542 1.786122 -0.538180 0.1 -1.6 -0.2
C -0.104639 2.333104 -0.357480 -2.0 1.7 2.1
H -3.077228 -1.999373 -0.316952 1.6 0.5 0.8
C -2.268643 -1.621399 0.418804 -1.0 3.4 -3.4
O 2.499078 -0.816690 1.368294 0.2 0.1 0.0
S 2.790736 -0.646874 -0.079018 0.4 0.4 -0.4
C 1.261961 0.363916 -0.450839 -6.3 0.2 0.7
H -2.589341 -0.531649 0.683058 0.1 -2.3 0.0
H 1.907977 2.475341 -0.743853 1.2 0.1 -0.1
```
Positions in Å, forces in eV/Å.

SMILES: C/C([O-])=C1\SC=CC1=S(=O)=O
HOMO level (eV): -3.9
Net charge: -1
LUMO (eV): 2.69
Relative energy (zero: lowest compared OMol25 entry of this formula, charge and spin) (kJ/mol): 210.4
Calculated total energy (Ha): -1253.67458
Gap between HOMO and LUMO (Ha): 0.2437
2S+1: 1

Record 4
# C6H5O5

The ion C6H5O5 with charge -1 in a non-equilibrium geometry (ωB97M-V/def2-TZVPD, the OMol25 dataset).

Structure (XYZ):
```
16
Properties=species:S:1:pos:R:3:forces:R:3
C 0.148308 0.751620 -0.748051 -2.7 -1.1 -0.5
C -0.965475 -0.296383 -0.950025 1.7 1.3 1.1
H 0.994547 0.652220 -1.399729 0.7 0.1 0.3
H 2.188138 0.329171 0.662545 1.2 0.4 -0.7
O -1.091636 0.611921 1.282811 0.4 -0.1 -0.4
H 0.052922 2.321557 0.886224 0.8 -2.8 -0.1
O -1.030710 1.042472 -1.520419 0.0 -0.3 0.8
C 0.169298 1.125872 0.722212 -0.7 1.6 -0.4
O -0.096389 -1.584606 -2.815656 0.1 -0.1 -3.0
O -2.569156 -1.042881 0.792599 0.4 0.8 0.2
H 1.045534 -0.652449 1.346401 -1.0 -2.9 0.1
H 1.620946 0.640721 2.338109 0.0 -0.1 -0.7
C -0.276030 -1.611488 -1.635386 -1.3 2.5 1.3
C -1.674969 -0.315193 0.452838 0.6 -0.7 -1.5
C 1.358956 0.315083 1.308584 -0.9 3.5 1.5
O 0.125716 -2.287635 -0.723059 0.8 -2.1 2.0
```
Positions in Å, forces in eV/Å.

SMILES: C[C@@H]1OC(=O)[C@@]2(C(=O)[O-])O[C@@H]12
HOMO level (eV): -4.8
Net charge: -1
LUMO (eV): 3.60
Relative energy (zero: lowest compared OMol25 entry of this formula, charge and spin) (kJ/mol): 0.0
Calculated total energy (Ha): -607.85284
Gap between HOMO and LUMO (Ha): 0.3075
2S+1: 1

Record 5
# C6H6

An isolated molecule of C6H6 (ωB97M-V/def2-TZVPD, the OMol25 dataset).

Structure (XYZ):
```
12
Properties=species:S:1:pos:R:3:forces:R:3
H 0.534478 3.819804 0.488462 0.0 0.0 0.0
C -0.074707 -1.742722 -0.807699 0.1 -0.5 -0.2
H -0.967018 -0.068043 1.571124 0.0 0.3 0.0
C 1.332391 -1.217636 -0.431216 -0.4 0.3 0.2
H -1.583671 0.179753 -0.052731 0.2 0.4 0.3
C -0.260345 1.704926 0.594678 0.2 0.7 0.2
C 0.294392 -0.594141 0.012932 -0.1 -0.1 -0.1
C 0.177412 2.819693 0.517280 -0.2 -0.2 0.2
H -0.593501 -1.452920 -1.734345 0.5 -0.4 -0.1
H -0.589194 -2.543301 -0.264181 0.5 -0.3 -0.3
H 2.424264 -1.227233 -0.478176 -0.7 -0.3 -0.2
C -0.694506 0.321819 0.583870 -0.1 0.2 0.1
```
Positions in Å, forces in eV/Å.

SMILES: C#CCC1=CC1
HOMO level (eV): -9.3
LUMO (eV): 1.02
Relative energy (zero: lowest compared OMol25 entry of this formula, charge and spin) (kJ/mol): 486.8
Calculated total energy (Ha): -232.04090
Gap between HOMO and LUMO (Ha): 0.3809
2S+1: 1

Record 6
# C6H6

An isolated molecule of C6H6 in a non-equilibrium geometry (ωB97M-V/def2-TZVPD, the OMol25 dataset).

Structure (XYZ):
```
12
Properties=species:S:1:pos:R:3:forces:R:3
H 0.837657 1.558477 1.342952 -1.7 -0.5 -0.6
C -0.052510 1.321189 0.656152 2.8 -0.1 1.3
H 0.474598 1.038492 -1.734893 -0.5 0.8 -1.2
C -0.105415 -0.122215 0.193780 2.5 0.9 -1.0
C 2.593182 -0.541759 0.201153 -0.5 0.0 -0.3
H -1.520840 -1.773691 0.701184 0.4 0.3 0.4
C -1.004390 -1.287777 -0.127816 -1.2 0.2 -1.0
H -0.847613 1.935786 0.941002 -1.7 0.6 -0.5
H -0.445123 -2.116140 -0.640272 -0.4 1.1 0.2
C 0.522742 0.998804 -0.693464 0.2 -3.2 2.4
H -1.866632 -0.905232 -0.770576 1.2 -0.6 0.5
C 1.414345 -0.105939 -0.069206 -1.0 0.4 -0.3
```
Positions in Å, forces in eV/Å.

HOMO level (eV): -9.1
LUMO (eV): -0.19
Relative energy (zero: lowest compared OMol25 entry of this formula, charge and spin) (kJ/mol): 688.1
Calculated total energy (Ha): -231.96426
Gap between HOMO and LUMO (Ha): 0.3289
2S+1: 1

Record 7
# C6H6

An isolated molecule of C6H6 in a non-equilibrium geometry (ωB97M-V/def2-TZVPD, the OMol25 dataset).

Structure (XYZ):
```
12
Properties=species:S:1:pos:R:3:forces:R:3
C 0.440426 -0.354225 0.898584 0.3 0.1 0.2
H -0.013512 0.465125 1.468067 0.1 -0.1 -0.1
C -1.477519 -0.100659 -0.520218 0.3 -0.6 0.9
H 4.060891 0.143724 0.218328 0.0 0.0 0.0
H -2.053655 0.726639 -1.754598 -2.1 1.6 0.3
H 0.258126 -0.959698 -1.261635 -0.1 -0.6 0.2
C 1.866011 -0.145985 0.697852 0.7 0.1 0.0
C -0.250103 -0.502044 -0.423445 0.1 -0.2 0.1
C 3.028352 0.002556 0.432750 -0.3 0.0 0.1
H -3.545307 0.098839 -0.460014 0.2 0.4 -0.8
H 0.265516 -1.273349 1.475246 0.2 0.2 0.0
C -2.583830 0.539386 -0.750858 0.7 -0.8 -1.0
```
Positions in Å, forces in eV/Å.

SMILES: C#CCC=C=C
HOMO level (eV): -8.6
LUMO (eV): 0.83
Relative energy (zero: lowest compared OMol25 entry of this formula, charge and spin) (kJ/mol): 525.7
Calculated total energy (Ha): -232.02609
Gap between HOMO and LUMO (Ha): 0.3480
2S+1: 1

Record 8
# C6H6

An isolated molecule of C6H6 in a non-equilibrium geometry (ωB97M-V/def2-TZVPD, the OMol25 dataset).

Structure (XYZ):
```
12
Properties=species:S:1:pos:R:3:forces:R:3
H -0.674106 -2.149409 -0.780709 0.2 0.3 -1.3
H -2.610710 0.621537 0.642485 -0.7 1.0 -0.3
H -0.571661 -2.078042 0.864205 0.2 0.0 1.8
H -2.256763 1.326329 -1.129960 0.3 -1.2 1.8
C 0.447383 -0.275690 -0.085747 3.6 -0.5 0.5
C 2.314019 -0.041737 -0.061071 -6.7 -0.1 -0.3
C -0.832415 0.029086 0.000074 3.1 -0.9 -1.4
H 4.398230 0.639658 0.319950 0.7 0.2 -0.2
C -0.425545 -1.470255 0.013989 -0.6 0.7 -0.5
C -1.888345 1.028756 -0.068251 1.1 2.3 -0.4
C 3.431248 0.365501 0.019786 0.3 -0.1 0.4
H -1.331338 2.004263 0.265249 -1.5 -1.6 -0.1
```
Positions in Å, forces in eV/Å.

SMILES: C#CC1=C(C)C1
HOMO level (eV): -9.2
LUMO (eV): 0.96
Relative energy (zero: lowest compared OMol25 entry of this formula, charge and spin) (kJ/mol): 686.1
Calculated total energy (Ha): -231.96500
Gap between HOMO and LUMO (Ha): 0.3747
2S+1: 1

Repeat the fifth record exactly.
# C6H6

An isolated molecule of C6H6 (ωB97M-V/def2-TZVPD, the OMol25 dataset).

Structure (XYZ):
```
12
Properties=species:S:1:pos:R:3:forces:R:3
H 0.534478 3.819804 0.488462 0.0 0.0 0.0
C -0.074707 -1.742722 -0.807699 0.1 -0.5 -0.2
H -0.967018 -0.068043 1.571124 0.0 0.3 0.0
C 1.332391 -1.217636 -0.431216 -0.4 0.3 0.2
H -1.583671 0.179753 -0.052731 0.2 0.4 0.3
C -0.260345 1.704926 0.594678 0.2 0.7 0.2
C 0.294392 -0.594141 0.012932 -0.1 -0.1 -0.1
C 0.177412 2.819693 0.517280 -0.2 -0.2 0.2
H -0.593501 -1.452920 -1.734345 0.5 -0.4 -0.1
H -0.589194 -2.543301 -0.264181 0.5 -0.3 -0.3
H 2.424264 -1.227233 -0.478176 -0.7 -0.3 -0.2
C -0.694506 0.321819 0.583870 -0.1 0.2 0.1
```
Positions in Å, forces in eV/Å.

SMILES: C#CCC1=CC1
HOMO level (eV): -9.3
LUMO (eV): 1.02
Relative energy (zero: lowest compared OMol25 entry of this formula, charge and spin) (kJ/mol): 486.8
Calculated total energy (Ha): -232.04090
Gap between HOMO and LUMO (Ha): 0.3809
2S+1: 1